C33H29N5O2 | ωB97M-V/def2-TZVPD

As for the structure (SMILES): Cc1cccc(Nc2nnc(-c3ccc(C(=O)N4C[C@H]5C[C@H](C4)c4cccc(=O)n4C5)cc3)c3ccccc23)c1. The frontier orbital gap is 7.68 eV.

```
! wB97M-V def2-TZVPD RIJCOSX def2/J DEFGRID3
* xyz 0 1
C -8.478 -3.352 0.732
C -8.591 -1.887 0.441
C -9.842 -1.298 0.293
C -9.948 0.054 0.024
C -8.813 0.831 -0.100
C -7.552 0.253 0.047
N -6.450 1.095 -0.091
C -5.120 0.830 -0.031
N -4.717 -0.404 0.206
N -3.450 -0.731 0.171
C -2.512 0.145 -0.079
C -1.151 -0.393 -0.201
C -0.319 -0.017 -1.253
C 0.950 -0.553 -1.367
C 1.408 -1.478 -0.434
C 2.739 -2.140 -0.594
O 2.825 -3.340 -0.778
N 3.849 -1.354 -0.556
C 3.797 0.076 -0.178
C 4.869 0.539 0.883
C 5.556 -0.751 1.217
C 6.074 -1.025 -0.230
C 5.140 -2.070 -0.772
C 7.478 -0.554 -0.153
C 8.681 -1.154 -0.321
C 9.847 -0.383 -0.109
C 9.752 0.913 0.272
C 8.486 1.575 0.462
O 8.344 2.739 0.802
N 7.367 0.772 0.214
C 6.049 1.435 0.374
C 0.561 -1.889 0.591
C -0.703 -1.348 0.709
C -2.807 1.542 -0.212
C -1.824 2.545 -0.271
C -2.184 3.863 -0.376
C -3.534 4.224 -0.406
C -4.512 3.268 -0.306
C -4.174 1.909 -0.204
C -7.451 -1.108 0.319
H -8.957 -3.932 -0.056
H -7.437 -3.653 0.804
H -8.978 -3.592 1.670
H -10.733 -1.902 0.387
H -10.921 0.509 -0.092
H -8.902 1.888 -0.312
H -6.698 2.053 -0.294
H -0.677 0.674 -2.003
H 1.582 -0.268 -2.195
H 2.808 0.229 0.257
H 3.850 0.702 -1.078
H 4.366 1.045 1.710
H 4.878 -1.524 1.571
H 6.361 -0.642 1.943
H 5.728 -0.218 -0.887
H 5.106 -3.018 -0.232
H 5.270 -2.278 -1.838
H 8.735 -2.190 -0.606
H 10.813 -0.845 -0.248
H 10.625 1.521 0.446
H 6.243 2.236 1.094
H 5.795 1.926 -0.574
H 0.904 -2.638 1.289
H -1.366 -1.662 1.500
H -0.783 2.265 -0.215
H -1.426 4.631 -0.426
H -3.805 5.266 -0.489
H -5.546 3.584 -0.294
H -6.472 -1.544 0.430
*
```

These are the Mulliken partial charges, in e, on atoms 1 to 4: C -1.55; C 0.49; C -0.61; C -0.65